ORCA calculation (ωB97M-V with the def2-TZVPD basis set) on a cluster of 2 separate species, CH3BrCl2OSi in total in a non-equilibrium geometry.

E_tot in hartree: -3899.10679
E_HOMO in eV: -9.006
Relative energy (zero: lowest compared OMol25 entry of this formula, charge and spin) in eV: 2.793

XYZ file:
```
9
Properties=species:S:1:pos:R:3:lowdin_charge:R:1
C -0.137 -0.029 1.581 -0.317
O 0.895 -0.018 0.668 -0.368
Si 0.190 0.109 -1.633 -0.659
Cl -1.717 0.592 -1.570 0.391
Cl 1.522 1.363 -2.360 0.383
Br 0.520 -1.946 -2.251 0.400
H 0.118 0.654 2.403 0.073
H -0.295 -1.037 1.994 0.070
H -1.097 0.311 1.167 0.028
```

---

ORCA calculation (ωB97M-V with the def2-TZVPD basis set) on a cluster of 2 separate species, C3H10N2 in total.

SMILES: [H]/N=C/N.CC
E_tot in hartree: -229.78207
E_HOMO in eV: -10.161
Relative energy (zero: lowest compared OMol25 entry of this formula, charge and spin) in eV: 0.740

XYZ file:
```
15
Properties=species:S:1:pos:R:3:lowdin_charge:R:1
H -1.882 -3.899 -4.439 0.039
N -1.592 -2.923 -4.452 0.079
C -0.889 -2.650 -3.446 -0.367
N -0.395 -1.330 -3.186 0.013
H -0.630 -3.386 -2.672 0.103
H 0.413 -1.143 -3.765 0.068
H -1.123 -0.658 -3.398 0.065
C 1.856 2.657 5.091 -0.176
C 0.615 3.427 4.692 -0.183
H 1.622 1.603 5.245 0.061
H 2.272 3.038 6.024 0.061
H 2.652 2.680 4.354 0.057
H -0.150 3.378 5.472 0.062
H 0.775 4.486 4.527 0.055
H 0.135 3.087 3.766 0.063
```

---

ORCA calculation (ωB97M-V with the def2-TZVPD basis set) on a cluster of 2 separate species, CHBrF2OS in total in a non-equilibrium geometry.

E_tot in hartree: -3285.76399
E_HOMO (alpha / beta) in eV: -9.397 / -9.324
Relative energy (zero: lowest compared OMol25 entry of this formula, charge and spin) in eV: 3.000

XYZ file:
```
7
Properties=species:S:1:pos:R:3:lowdin_charge:R:1
C -1.383 0.003 0.253 -0.186
O 2.093 1.039 0.556 -0.617
F -1.752 1.271 0.507 0.016
F -1.654 -0.341 -1.009 0.040
S 2.185 0.396 -0.770 0.431
Br 2.297 -1.828 -0.693 0.185
H -1.785 -0.542 1.157 0.130
```